Record 1
Molecular formula: C2H2N4O2
Method: DFT, ωB97M-V/def2-TZVPD

The geometry in XYZ format:
```
10
Properties=species:S:1:pos:R:3:forces:R:3
C 1.1792 -0.3988 0.0985 2.077 -0.968 -1.223
C -1.2405 -0.3304 -0.0804 -3.405 -3.954 1.440
H 3.0740 -0.1699 -0.5587 -2.529 -2.609 1.634
H 1.9629 1.5448 -0.3834 -2.586 -1.094 0.600
N 2.3488 -0.9611 -0.1208 -1.311 2.621 -0.161
N 1.0508 0.9717 -0.2706 -2.587 1.270 1.234
N -0.1544 1.7047 0.1232 -0.967 -2.477 -0.492
N -1.3113 1.0498 0.2191 5.342 1.578 -1.111
O -2.2444 -0.9869 -0.4142 4.956 2.596 0.984
O -0.0315 -1.0576 0.5614 1.011 3.037 -2.904
```
Positions in Å, forces in eV/Å.

Calculated values
SMILES: [H]/N=c1\[nH]nnc(=O)o1
E_HOMO: -10.535 eV
orbital gap: 8.775 eV

=====

Record 2
Molecular formula: C2H2N4O2
Method: DFT, ωB97M-V/def2-TZVPD

The geometry in XYZ format:
```
10
Properties=species:S:1:pos:R:3:forces:R:3
C 0.9827 0.4947 -0.3103 5.683 1.442 -0.015
C -1.0701 -0.4973 0.7218 -2.267 3.603 1.483
H 2.6168 0.5428 -1.5144 -0.529 -0.318 -0.705
H -2.5375 -0.9973 0.1394 -1.766 0.246 0.807
N 0.2770 -0.3087 -1.2216 0.669 1.585 1.585
N -0.7460 -0.5980 -0.6209 -2.875 -4.070 -1.880
N -2.3274 -0.5025 1.0389 1.956 -2.177 -2.233
N 0.7435 0.8604 0.8898 0.364 -0.887 0.086
O 2.2990 0.9043 -0.6913 -2.466 0.118 1.071
O -0.2379 0.1015 1.5686 1.232 0.459 -0.198
```
Positions in Å, forces in eV/Å.

Calculated values
SMILES: [H]/N=c1\nnc(O)no1
E_HOMO: -10.134 eV
orbital gap: 8.207 eV

=====

Q: Which max |F| values were calculated for the entries above? A: 0.110 0.114, in Eh/bohr.
Q: Which LUMO values were calculated for the entries above? A: -1.8 -1.9, in eV.